ORCA calculation (ωB97M-V/def2-TZVPD) on a single C4H8ClN3 molecule.

Each atom is followed by the atoms it is bonded to, with distances in Å.
Atoms and positions in Å:
1 H -0.0314 -2.1492 -2.5262  N2 1.013
2 N 0.1365 -1.1578 -2.4028  H1 1.013, C3 1.263
3 C -0.3830 -0.7826 -1.3145  N2 1.263, N4 1.375, H10 1.097
4 N -0.2984 0.5116 -0.8578  C3 1.375, N5 1.397, C6 1.457
5 N 0.5466 1.4167 -1.5055  N4 1.397, H11 1.026, H12 1.052
6 C -0.5399 0.7544 0.5585  N4 1.457, C7 1.521, H13 1.072, H14 1.096
7 C 0.4144 0.1135 1.5544  C6 1.521, C8 1.331, Cl9 1.755
8 C -0.0190 -0.6069 2.5862  C7 1.331, H15 1.085, H16 1.103
9 Cl 2.1198 0.4093 1.2631  C7 1.755
10 H -0.9900 -1.4214 -0.6611  C3 1.097
11 H 0.0809 1.6032 -2.4004  N5 1.026
12 H 1.4263 0.8956 -1.7518  N5 1.052
13 H -0.4643 1.8219 0.6143  C6 1.072
14 H -1.5606 0.4439 0.8106  C6 1.096
15 H 0.6584 -1.0584 3.3030  C8 1.085
16 H -1.0963 -0.7939 2.7300  C8 1.103

Output
SMILES string: [H]/N=C/N(N)CC(=C)Cl
Largest force on an atom, eV Å⁻¹: 1.29
Energy relative to the best compared isomer or geometry (same formula, charge and spin), kcal/mol: 36.0
Multiplicity: 1

ORCA calculation (ωB97M-V/def2-TZVPD) on 3 unconnected molecules or ions with the total composition C4H8ClN3O2.

Each atom is followed by the atoms it is bonded to, with distances in Å.
Atoms and positions in Å:
1 C 0.3156 -0.3787 -0.0370  N5 1.153
2 C 2.6845 0.5497 -1.6111  C4 1.442, O8 1.328, O9 1.183
3 C 2.6188 1.3519 0.9312  C4 1.514, H11 1.114, H12 1.165, H13 1.119
4 C 2.9251 0.3904 -0.1981  C2 1.442, C3 1.514, O8 1.452, Cl10 1.733
5 N 0.1412 -1.1902 0.7635  C1 1.153, N7 1.364
6 N -4.7605 -1.0604 -0.3155  H14 1.025, H15 1.085, H18 1.009
7 N -0.1596 -1.9121 1.8809  N5 1.364, H16 0.979, H17 1.021
8 O 3.8947 0.8685 -1.1671  C2 1.328, C4 1.452
9 O 2.0135 0.4799 -2.5830  C2 1.183
10 Cl 3.2410 -1.2052 0.3997  C4 1.733
11 H 1.5265 1.5531 0.8453  C3 1.114
12 H 3.2750 2.3141 0.8977  C3 1.165
13 H 2.8279 0.8795 1.9236  C3 1.119
14 H -3.8376 -1.0789 -0.7618  N6 1.025
15 H -4.8658 -1.8508 0.4206  N6 1.085
16 H 0.4482 -1.6916 2.6165  N7 0.979
17 H -0.0759 -2.9190 1.7329  N7 1.021
18 H -5.4040 -1.4392 -0.9936  N6 1.009

Output
Largest force on an atom, eV Å⁻¹: 2.53
Energy relative to the best compared isomer or geometry (same formula, charge and spin), kcal/mol: 54.1
Multiplicity: 1